{
  "formula": "C10H16NPS",
  "method": "ωB97M-V with the def2-TZVPD basis set",
  "homo_energy_ev": -8.6,
  "fmax_ha_per_bohr": 0.0795,
  "species": ["C", "C", "H", "H", "C", "H", "P", "C", "H", "C", "C", "H", "H", "C", "H", "H", "C", "H", "C", "N", "H", "H", "H", "H", "S", "H", "H", "C", "H"],
  "xyz": [[-3.499, -0.907, 0.311], [1.020, -1.824, -1.644], [3.138, -2.337, -0.182], [0.251, 2.390, 2.794], [-2.118, -0.821, 0.447], [-1.600, -1.383, 1.208], [0.865, 0.445, -0.318], [1.028, 0.865, 1.471], [-0.049, -1.656, -1.781], [-3.451, 0.650, -1.526], [-1.458, 0.004, -0.425], [-5.231, -0.251, -0.757], [-0.856, 1.915, 1.496], [-4.156, -0.176, -0.666], [3.462, -0.792, -1.003], [0.679, 0.006, 2.046], [0.188, 2.104, 1.747], [-3.966, 1.223, -2.283], [2.881, -1.277, -0.209], [1.445, -1.156, -0.425], [3.141, -0.827, 0.748], [1.553, -1.461, -2.532], [2.078, 1.057, 1.708], [1.202, -2.897, -1.541], [1.588, 1.741, -1.569], [0.538, 2.936, 1.136], [-4.062, -1.544, 0.979], [-2.073, 0.745, -1.402], [-1.489, 1.385, -2.048]],
  "mulliken_charge": [-0.558, -0.966, 0.352, 0.377, -0.124, 0.383, 0.538, -0.534, 0.290, -0.479, -0.279, 0.379, 0.286, -0.416, 0.353, 0.411, -1.228, 0.372, -0.938, -0.032, 0.254, 0.350, 0.415, 0.353, -0.357, 0.325, 0.356, -0.259, 0.376]
}